Record 1
12
Properties=species:S:1:pos:R:3 method="wB97M-V/def2-TZVPD" total_charge=0 fmax_ev_per_a=1.26 e_homo_ev="-8.6315 / -8.6311" relative_energy_kcal_mol=117.39 total_energy_ha=-306.31923
O 0.7794 -2.1125 0.7912
H -0.9879 0.4066 1.7224
H 0.7155 0.6015 2.4277
O -0.2632 1.2066 -0.6568
H -0.5080 0.2237 -2.3582
C 0.1907 -1.1826 0.4527
H 1.4717 1.6672 0.3272
H -1.5302 -0.8417 -1.3105
C -0.5276 -0.5118 -1.5631
C 0.4494 1.2652 0.4029
C 0.0646 0.6157 1.5568
H 0.1457 -1.3379 -1.7923

=====

Record 2
12
Properties=species:S:1:pos:R:3 method="wB97M-V/def2-TZVPD" total_charge=0 fmax_ev_per_a=0.76 e_homo_ev=-8.6987 relative_energy_kcal_mol=67.31 total_energy_ha=-306.39903
H 1.4011 1.5019 1.0844
H -0.1077 2.3207 1.1312
C -0.3332 0.2247 1.2360
H 0.5017 1.5728 2.5842
H -0.7704 -2.1724 -2.0320
H -0.5584 -0.4689 -2.4990
C 0.4155 1.4629 1.5225
O -0.4520 0.0568 -0.1729
O -0.8685 -0.4994 2.0114
C -0.1187 -1.3012 -1.9546
H 0.8304 -1.5923 -2.4073
C 0.0602 -1.1055 -0.5041

=====

Record 3
12
Properties=species:S:1:pos:R:3 method="wB97M-V/def2-TZVPD" total_charge=0 fmax_ev_per_a=0.53 e_homo_ev=-9.1434 relative_energy_kcal_mol=113.75 total_energy_ha=-306.32503
C -0.4003 -1.6869 0.3163
H -1.1969 2.3558 -0.9891
H 0.0828 0.2567 -1.5422
C 0.3522 -0.4209 0.4833
H 1.0423 -1.8794 -0.5950
C -0.9990 1.5529 -0.2471
H -0.4235 -2.1912 1.2945
H 0.5448 -0.0476 1.4908
H 1.0932 1.3280 -0.5684
C 0.2011 0.6848 -0.5375
O -1.7110 1.4133 0.7189
O 1.4143 -1.3654 0.1757

=====

Record 4
12
Properties=species:S:1:pos:R:3 method="wB97M-V/def2-TZVPD" total_charge=0 fmax_ev_per_a=0.83 e_homo_ev=-8.0340 relative_energy_kcal_mol=158.43 total_energy_ha=-306.25382
H 0.5770 -0.0533 -1.2662
H -2.2346 0.9851 0.8771
C -0.6904 -0.5049 0.3470
O 1.5654 -0.1264 0.9814
C 0.6538 -0.6601 -0.3418
C -1.5082 0.6841 0.1218
H 2.2025 1.3047 -0.2676
C 2.2221 0.1808 -0.1074
H 0.9432 -1.6881 -0.5531
H -0.8188 -1.0799 1.2648
O -1.7875 -0.5356 -0.5523
H -1.1245 1.4937 -0.5037

=====

Record 5
12
Properties=species:S:1:pos:R:3 method="wB97M-V/def2-TZVPD" total_charge=0 fmax_ev_per_a=0.38 e_homo_ev=-8.8119 relative_energy_kcal_mol=79.41 total_energy_ha=-306.37974
C -1.3528 -0.2197 -0.0913
C 0.4754 0.6753 0.3034
H 2.1365 -0.5555 -0.2283
H -2.3937 0.0625 0.0456
H 1.9225 1.0036 -1.2216
C 1.5080 0.2806 -0.5243
O -1.0156 -0.5949 -1.2601
H -0.7346 -0.0358 1.9776
H 0.0708 -0.4799 -1.2589
C -0.3460 -0.3896 1.0239
O -0.3279 1.6578 0.1484
H 0.0574 -1.4044 1.0857

=====

Record 6
12
Properties=species:S:1:pos:R:3 method="wB97M-V/def2-TZVPD" total_charge=0 fmax_ev_per_a=2.02 e_homo_ev="-8.3711 / -7.9007" relative_energy_kcal_mol=115.25 total_energy_ha=-306.32263
O -0.8056 1.1285 0.2924
H 0.9344 2.1403 0.2565
C -1.2604 -0.2048 0.1609
O 1.4208 -1.1202 0.3563
H -1.0642 -0.7838 1.0745
C -0.4615 -0.7458 -0.9714
H -0.3868 -1.8201 -1.1068
C 1.4841 0.1019 0.5749
H -2.3470 -0.1786 -0.0132
C 0.5619 1.1188 0.1787
H 2.3828 0.4956 1.0841
H -0.4143 -0.1430 -1.8754

=====

Record 7
12
Properties=species:S:1:pos:R:3 method="wB97M-V/def2-TZVPD" total_charge=0 fmax_ev_per_a=1.21 e_homo_ev="-9.0658 / -9.0663" relative_energy_kcal_mol=114.19 total_energy_ha=-306.32432
H 1.6289 0.1782 1.8114
H -0.9716 0.5760 -1.1602
H 1.1111 1.1088 -0.9945
O -0.0507 1.5468 0.6733
O 2.4540 -0.8633 0.2616
C -0.6021 -0.3837 -0.8008
H -2.3747 -1.3044 -0.0217
C 0.6638 0.7928 -0.0292
C 1.6640 -0.0870 0.7330
C -1.5765 -0.5899 0.1361
H -1.6046 0.1342 0.9552
H -0.3415 -1.1085 -1.5641

=====

Record 8
12
Properties=species:S:1:pos:R:3 method="wB97M-V/def2-TZVPD" total_charge=0 fmax_ev_per_a=3.64 e_homo_ev=-9.9186 relative_energy_kcal_mol=46.03 total_energy_ha=-306.43295
O 0.5362 1.5670 0.6135
H -1.3564 1.0776 1.1829
H 0.7061 -0.9072 -1.3706
H -1.4020 -1.4333 -0.4094
C -0.7403 -0.8369 0.2544
C -1.0204 0.6300 0.2886
C 0.6835 -0.6383 -0.3189
O 2.1612 1.2170 -0.8855
C 1.2337 0.8426 -0.2217
H 1.3779 -1.2243 0.2670
H -1.3906 1.0133 -0.6665
H -0.7646 -1.3053 1.2464